Entry 1:
33
Properties=species:S:1:pos:R:3:forces:R:3 method="wB97M-V/def2-TZVPD" e_above_lowest_kj_mol=550.14 charge=+1
O 3.2314 1.8916 -0.9136 1.21 -2.67 2.11
O 0.9668 -0.8555 1.4389 -0.22 -0.69 0.85
N -0.9566 -0.5079 0.3233 -4.24 0.02 2.63
C -1.0231 1.9006 1.0314 -2.11 -0.75 0.92
C -1.1172 1.1893 -1.3569 -0.33 -0.81 -1.60
C -3.0759 0.7926 -0.1702 -0.45 -1.34 3.88
C 0.4383 -0.4008 0.4485 5.18 1.36 -1.73
C -1.5699 0.8677 0.0175 0.43 -0.23 -1.16
C -1.6214 -1.0668 1.5830 0.95 -1.43 -0.86
C 4.2402 -1.2603 -0.9789 -1.72 0.99 0.60
C 3.7488 -0.3529 0.1773 -0.13 0.17 1.97
C -1.2251 -1.5128 -0.6677 -2.51 -1.53 -1.20
C 3.5063 0.9483 -0.3193 -1.94 2.44 -2.09
H 4.3553 -0.2859 1.0879 0.62 0.17 -0.29
H -0.0899 1.0267 -1.4463 1.69 -0.23 -0.32
H -3.2848 1.8272 -0.2762 -1.09 0.84 -0.04
H -1.4803 -0.3850 2.3784 0.38 0.32 0.93
H -2.6439 -1.1562 1.3432 -1.06 -0.14 0.01
H -1.7000 1.8781 1.9258 0.80 0.24 -0.54
H -0.6757 -2.3562 -0.3017 0.14 -0.82 -0.37
H 4.1050 -2.2235 -0.4775 0.70 -0.21 -0.87
H 3.3839 -1.0752 -1.6674 1.10 -0.87 -0.38
H -0.0238 1.6922 1.3181 0.85 -0.56 0.41
H 2.7938 -0.7214 0.7062 0.08 0.57 -0.88
H -3.4192 0.2325 -1.0163 0.10 -0.17 -0.50
H -2.3442 -1.7394 -0.6398 1.54 0.10 0.11
H -3.5750 0.3135 0.7813 0.47 1.55 -1.84
H -0.9589 2.9147 0.6782 -0.55 0.31 -0.57
H -1.0399 -1.3212 -1.7196 0.72 0.44 0.33
H -1.2372 -2.1099 1.7493 -0.09 1.37 0.20
H 5.2281 -0.9408 -1.3446 -0.50 -0.66 0.08
H -1.2891 2.2000 -1.5504 -0.46 1.69 -0.41
H -1.6470 0.5966 -2.1418 0.44 0.56 0.62

=====

Entry 2:
13
Properties=species:S:1:pos:R:3:forces:R:3 method="wB97M-V/def2-TZVPD" e_above_lowest_kj_mol=134.78 smiles=FCC1(S)CC1
S 0.9144 -1.8537 0.2782 0.49 -0.48 -0.60
F -2.0708 -0.9874 0.5355 -1.45 -1.13 1.71
C 0.1101 -0.2995 0.0731 -1.17 0.12 -1.42
C 0.9251 0.8900 -0.3686 0.22 0.04 0.42
C 0.4578 0.7490 1.0660 -1.08 0.31 1.14
C -1.3491 -0.3914 -0.4082 1.62 1.74 -0.30
H -1.5206 -0.9214 -1.3288 0.42 -0.31 -0.56
H -1.7257 0.6324 -0.5262 0.02 0.03 -0.10
H -0.4411 1.3353 1.4793 1.69 -0.58 -0.93
H 0.4150 1.6958 -0.8511 -0.38 0.13 -0.61
H 1.2062 -1.9990 -1.0428 -0.03 -0.15 0.49
H 1.9508 0.7508 -0.7464 -0.51 0.00 0.79
H 1.1279 0.3991 1.8400 0.15 0.29 -0.03

=====

Entry 3:
76
Properties=species:S:1:pos:R:3:forces:R:3 method="wB97M-V/def2-TZVPD" charge=+2
Bi 0.5002 1.3449 -1.5100 -0.06 -0.35 0.29
Sb 1.3647 1.0771 1.3234 -0.39 -0.33 -0.19
Cl 2.6241 -1.0111 -2.2317 -0.51 0.80 0.05
Cl -2.6834 5.3366 -2.0082 0.29 -0.16 0.50
Cl -1.2715 3.2363 -3.3543 0.17 0.48 0.83
Cl -0.1050 4.4978 -0.8658 -0.26 -0.11 -0.32
P -0.7473 -0.9977 -1.7925 1.30 0.01 -0.12
F 6.0312 -2.6825 2.3419 0.03 -0.53 -0.08
F 2.6631 7.0513 1.8790 0.18 -0.31 -0.14
F -2.7958 -0.5224 5.6340 0.20 -0.10 -0.56
O -1.4977 1.7288 -0.8388 -0.19 0.84 0.40
O -3.3135 2.9258 -0.3649 -3.15 0.26 1.57
C -3.4589 -0.9033 -4.7495 0.18 0.20 0.45
C 1.7303 -4.7998 -2.3493 0.68 0.19 -0.43
C -3.0574 -0.6129 -0.4614 -0.42 0.44 0.71
C -0.1278 0.5008 2.6809 -0.85 -0.37 0.36
C -4.0148 -0.8701 0.5477 1.09 -0.85 -1.18
C -0.8546 -0.0287 -4.3743 -1.11 0.47 -0.81
C 3.0281 5.0240 0.7058 0.27 1.18 0.72
C 2.8007 3.6760 0.6549 -0.98 -0.10 0.90
C -1.3321 1.2165 2.8446 0.47 0.35 -1.89
C 1.6204 -2.4537 -2.2310 0.76 1.18 0.68
C 0.0222 -0.6728 3.4445 2.99 0.34 -1.62
C -1.9814 -0.2694 4.6046 -0.47 1.47 -0.39
C -1.8871 -1.3740 -0.5102 -1.04 0.04 0.26
C 0.3564 -4.8595 -2.3269 -0.64 -0.23 0.09
C 5.1050 -0.6052 2.6206 -1.12 0.17 -0.51
C 1.6557 5.1309 2.7234 0.71 0.49 -0.55
C 0.2513 -2.4613 -2.0411 0.52 0.49 -0.11
C -2.8254 -1.1426 -3.5265 0.84 0.28 -0.90
C 3.8884 -2.3958 1.4791 0.20 -0.83 -0.13
C -1.5533 0.3050 -5.5324 1.10 0.48 -0.90
C 2.3843 -3.5665 -2.3170 1.10 -1.37 -0.39
C 2.9177 -0.2820 1.6816 -0.15 1.84 0.17
C -1.4885 -0.6868 -3.3623 -2.24 -0.69 0.48
C -2.2743 0.8091 3.7375 -0.72 -0.62 1.36
C -2.5302 -2.5378 1.4855 -0.60 -0.91 -0.32
C -2.2770 2.8426 -0.8560 4.19 -0.71 -1.97
C -3.7680 -1.8733 1.4777 0.67 0.63 -0.01
C 1.9795 3.0673 1.6187 -0.50 -0.42 0.30
C 4.9794 -1.8975 2.1348 1.38 0.53 0.66
C -2.8433 -0.1108 -5.7473 -1.42 -0.62 0.12
C -1.6096 4.0039 -1.6852 -0.60 -0.29 -1.01
C -0.3666 -3.6859 -2.1452 -1.08 -0.93 -0.05
C -0.8296 -0.9988 4.4367 -1.38 -0.34 1.31
C 1.3597 3.7819 2.6630 1.46 0.63 -1.60
C 2.4815 5.7365 1.7742 -0.53 -0.58 -0.11
C -1.6542 -2.3917 0.4292 1.14 0.46 -0.38
C 4.0376 0.2481 2.3361 0.47 -1.22 0.22
C 2.8143 -1.5879 1.2647 -0.89 0.21 -0.07
H -0.7371 -3.0004 0.2638 -0.89 0.33 0.71
H -1.6239 2.0194 2.1338 0.46 -0.37 0.69
H 5.9689 -0.3014 3.1916 0.08 0.00 -0.09
H -3.2745 -1.6850 -2.6964 -0.25 0.08 -0.52
H 1.8703 -1.9665 0.8549 0.49 0.05 -0.11
H -3.4474 0.1499 -6.6527 0.91 -0.25 0.86
H 3.9059 -3.4135 1.1615 -0.02 -0.60 -0.11
H -3.1682 0.2086 -1.1858 -0.37 -0.65 0.52
H 2.3280 -5.6797 -2.4892 0.07 -0.38 0.09
H 0.6947 3.3394 3.3530 -0.53 -0.50 0.68
H 4.1020 1.2501 2.7083 -0.24 0.52 -0.09
H 3.6518 5.5395 -0.0092 0.01 -0.02 -0.12
H -2.3467 -3.3321 2.1986 -0.03 0.13 0.12
H -0.9942 0.8883 -6.2855 -0.57 -0.34 0.36
H -4.4525 -1.3060 -4.8925 -0.05 0.13 -0.11
H -3.2153 1.3508 3.7986 0.14 -0.20 0.21
H 1.3216 5.8086 3.4666 -0.64 0.20 0.81
H 3.4942 -3.4560 -2.4120 -1.23 -0.37 0.11
H -0.6340 -1.7646 5.1569 0.19 -0.58 0.07
H 0.9351 -1.3117 3.3013 -0.91 0.76 0.22
H -1.4589 -3.7576 -2.0824 0.41 0.09 0.00
H -4.9831 -0.4366 0.4802 -0.49 0.63 0.16
H -4.5297 -2.0891 2.2140 0.10 -0.14 0.11
H 0.1247 0.3379 -4.3104 1.47 0.29 0.27
H -0.1871 -5.8063 -2.4395 0.38 0.43 0.12
H 3.2084 3.1540 -0.1706 0.40 -0.77 -0.61

=====

Entry 4:
13
Properties=species:S:1:pos:R:3:forces:R:3 method="wB97M-V/def2-TZVPD" e_above_lowest_kj_mol=603.99 smiles="C[C@H]1NNN=[N+]1[O-]"
O 2.3079 -0.5321 0.5866 3.61 -0.48 1.78
N -0.9006 -0.3990 -0.7879 -1.50 -2.45 0.09
N 1.3986 -0.3392 -0.1453 -6.24 -0.36 1.53
N 0.0265 0.1774 -1.6675 -1.52 1.29 0.32
N 1.2909 0.0414 -1.2913 2.73 -0.01 -2.59
C -0.4652 0.8032 1.2441 -0.28 0.14 3.16
C -0.1821 -0.4224 0.4711 1.66 2.14 -3.38
H -0.3488 -1.3210 0.8864 -0.10 -2.97 2.06
H -1.2881 -1.3960 -1.0867 1.73 2.33 0.65
H 0.0525 0.9376 2.2913 -0.88 -0.86 -1.97
H -1.5809 0.6866 1.4184 1.25 1.00 -0.13
H -0.1781 0.0904 -2.6248 0.10 -0.23 -1.05
H -0.1326 1.6732 0.7057 -0.56 0.45 -0.48

=====

Entry 5:
87
Properties=species:S:1:pos:R:3:forces:R:3 method="wB97M-V/def2-TZVPD" e_above_lowest_kj_mol=63.75
Pb 2.4959 -0.8825 -1.2518 0.10 -0.34 -0.04
I 3.4338 0.9629 3.6313 0.06 -0.01 0.08
Br 1.8581 4.1009 3.9482 0.02 -0.03 -0.02
Ge -2.6849 -1.3913 -1.3623 -0.53 -0.17 -0.17
S 0.9749 -0.0603 -3.3102 -0.09 0.21 -0.09
S -0.8714 -1.6374 -0.1511 -0.15 -0.08 0.04
Si -0.7137 -0.6064 1.7999 -0.02 -0.16 -0.61
F -6.0776 -3.9821 1.6605 -0.05 0.02 0.08
F -7.2313 1.3603 -1.0357 -0.03 0.00 -0.02
F -0.1940 -3.5132 -5.4349 -0.02 0.02 0.02
F -1.8382 1.4754 -0.6755 -0.05 -0.02 -0.10
F 3.9590 0.3523 -4.4928 0.11 0.07 0.01
F -0.8567 -3.2834 -2.8372 -0.06 0.05 -0.05
F 5.5224 -1.4380 -1.9333 -0.03 -0.12 0.06
F -3.2501 3.7053 -0.2173 0.02 0.02 0.01
F -3.5661 -4.0889 -3.1345 0.11 0.10 -0.01
F 5.0667 1.1270 -2.7844 0.04 -0.05 -0.19
F -2.8134 0.2462 -6.4386 -0.05 0.07 -0.07
F -5.8521 -0.8617 -1.5289 0.02 -0.10 0.01
F -6.4757 -6.0232 -0.0781 -0.10 -0.11 0.04
F 4.2493 -2.1891 -3.5550 -0.14 -0.12 -0.03
F -5.9533 3.6485 -0.3865 -0.07 0.12 0.02
F -5.2154 -6.0343 -2.4645 0.02 -0.02 -0.02
F -4.4473 -1.9755 1.0028 0.13 0.17 0.16
F -3.4853 0.5012 -3.8847 -0.18 0.12 0.12
F 6.0337 -0.2011 -4.2079 -0.13 0.11 0.04
F -1.2083 -1.7729 -7.2375 0.08 0.01 -0.18
N 4.3391 0.2846 0.1823 0.12 0.02 0.09
N -0.2325 2.2793 -3.4355 0.02 -0.01 0.07
N 2.3766 1.5729 -1.2430 0.00 -0.15 -0.33
N 1.4216 2.2680 -1.9081 -0.17 -0.06 -0.02
C 2.3297 3.0200 7.8988 0.00 0.04 0.03
C -2.3491 -0.6293 -5.5479 -0.04 0.11 -0.03
C -3.7886 0.2048 -1.0478 0.20 0.02 0.08
C 4.3463 1.6189 0.1065 -0.15 -0.02 -0.07
C -2.3027 -0.5622 2.7336 -0.27 0.07 0.18
C -5.9037 1.3731 -0.9368 -0.20 0.00 0.00
C 2.0257 3.6965 6.7290 -0.02 0.01 0.02
C -4.9969 -5.0411 -1.6043 -0.02 -0.14 -0.16
C 6.4677 1.7188 1.1950 0.04 0.11 0.01
C -1.5198 -1.6489 -5.9574 0.08 -0.05 -0.11
C 0.7500 1.5831 -2.8127 0.15 0.01 0.15
C 3.2251 2.2641 -0.5919 0.28 0.09 0.19
C -2.6895 -0.5214 -4.2141 0.17 -0.14 0.15
C -3.8788 2.5681 -0.5122 0.10 0.15 0.05
C 2.3309 3.1291 5.4993 0.04 -0.10 0.02
C -0.0259 1.0881 1.5079 0.14 0.33 0.18
C 0.5280 -1.7601 2.5640 0.27 -0.11 0.23
C -5.1693 0.2296 -1.1657 0.18 -0.08 0.03
C 4.4169 -1.1263 -2.7091 -0.01 0.31 0.14
C 2.9528 1.8839 5.4398 -0.09 0.09 -0.10
C -5.4408 -4.0003 0.4922 -0.04 -0.01 0.13
C -3.1730 1.4061 -0.7378 0.04 -0.19 -0.08
C -5.2542 2.5442 -0.6046 -0.08 0.12 0.02
C -4.1323 -4.0128 -1.9255 0.11 0.23 0.01
C 5.3630 -0.3394 0.7616 -0.14 0.02 -0.03
C 3.2568 1.2126 6.6182 -0.01 0.02 0.02
C -1.0108 -2.5406 -5.0347 0.14 -0.23 -0.10
C 4.8736 0.0446 -3.5729 0.09 -0.04 0.04
C -3.8861 -2.9528 -1.0632 0.10 0.06 0.07
C 2.9424 1.7772 7.8436 0.00 -0.03 0.06
C 6.4581 0.3367 1.2715 0.01 -0.05 0.03
C -4.5776 -2.9903 0.1380 0.11 0.06 -0.20
C 5.3900 2.3721 0.6212 0.10 0.21 -0.02
C -1.3649 -2.4054 -3.7152 -0.10 0.01 0.23
C -5.6471 -5.0377 -0.3913 -0.11 -0.14 0.05
C -2.2193 -1.4119 -3.2651 0.09 -0.06 0.12
H -2.7327 -1.5584 2.8390 -0.01 0.03 0.02
H 5.3597 3.4535 0.5448 0.02 -0.10 0.03
H -0.5986 1.9262 -4.2992 -0.05 -0.05 -0.05
H -0.2918 3.2680 -3.2505 0.05 -0.03 -0.02
H -0.8204 1.8291 1.3860 0.14 -0.07 0.02
H -3.0377 0.0808 2.2405 0.02 -0.06 0.05
H 0.5872 1.1059 0.6005 -0.06 0.04 0.15
H 2.0873 3.4689 8.8542 0.00 -0.02 -0.04
H 7.3088 2.2840 1.5785 -0.06 -0.02 -0.01
H 3.1578 3.3488 -0.6119 0.01 -0.01 0.05
H 0.4574 -2.7545 2.1172 -0.01 0.05 0.10
H -2.1170 -0.1578 3.7376 -0.03 -0.03 -0.14
H 1.5472 -1.3889 2.4110 -0.11 -0.07 0.01
H 0.6008 1.4006 2.3549 -0.11 -0.07 -0.16
H 0.3657 -1.8561 3.6446 0.05 0.04 -0.13
H 1.5431 4.6649 6.7579 0.03 -0.04 0.01
H 3.1714 1.2403 8.7563 0.02 0.03 -0.05
H 7.2783 -0.2141 1.7111 -0.03 0.03 0.00
H 3.7401 0.2459 6.5700 -0.02 0.02 0.00
H 5.3032 -1.4219 0.8119 0.01 0.06 -0.07

=====

How do the records compare in E? In the order shown, they have -16268.070; -17812.945; -123815.449; -10173.802; -267422.058 eV.
How do the records compare in lowest unoccupied orbital energy? In the order shown, they have -0.1576; 0.0314; -0.2323; 0.0273; -0.0241 Eh.